[1]
21
Properties=species:S:1:pos:R:3:forces:R:3:nbo_charge:R:1 method="wB97M-V/def2-TZVPD" de_lowest_kcal_mol=138.6 total_charge=0 lumo_energy_ha=0.00752
C 1.478321 1.456923 0.022545 0.1 1.2 0.3 -0.024
C -0.201800 -0.500845 -0.033074 7.2 0.4 0.5 -0.007
C 0.240440 0.935165 0.159992 -2.8 0.5 -1.0 -0.044
C 3.100108 -0.397548 -0.046691 -4.4 -0.1 -0.4 0.198
C 1.393034 -1.133742 0.125095 0.0 1.2 -1.1 -0.124
C 1.503615 -2.417222 0.310662 0.0 -1.0 1.1 -0.422
C -1.270222 -1.256282 -0.279503 1.5 3.8 1.2 -0.201
C -0.913876 1.953855 0.243358 -1.7 -2.4 0.4 -0.613
C -2.589684 -0.633910 -0.290324 0.0 -0.7 0.1 -0.644
N 2.743638 0.865135 -0.235535 -0.8 -0.5 0.5 -0.623
H 1.733524 2.564034 0.164858 -1.4 -1.4 -0.2 0.194
H 0.551676 -2.951596 0.514197 1.2 -0.4 -0.2 0.188
H 2.533064 -2.766782 0.458940 -0.7 -0.7 -0.1 0.226
H -1.047877 -2.253123 -0.350013 -0.2 -2.5 -0.4 0.212
H -1.615948 1.776990 -0.707148 1.7 0.9 2.2 0.217
H -1.547408 1.777201 1.235693 1.2 0.5 -2.2 0.218
H -0.424987 2.885044 0.256983 -0.2 1.6 0.0 0.207
H -3.198095 -1.164558 -0.897774 -2.1 -2.3 -2.1 0.217
H -2.660080 0.275447 -0.784711 0.3 1.9 -0.2 0.216
H -3.154341 -0.650025 0.598414 -0.2 0.3 1.6 0.220
H 3.346906 1.635843 -0.465966 1.2 -0.4 0.0 0.389

***

[2]
243
Properties=species:S:1:pos:R:3:forces:R:3:lowdin_charge:R:1 method="wB97M-V/def2-TZVPD" total_charge=+2 lumo_energy_ha=-0.13979
C 8.477440 -4.068740 -2.719254 0.4 0.7 0.9 -0.086
C 7.016350 -3.653640 -2.712429 -0.2 -1.0 1.1 -0.231
C 6.537092 -3.388736 -4.098102 -0.4 1.2 0.1 -0.141
N 5.140094 -3.852069 -4.393676 -0.3 1.9 0.7 -0.231
C 4.212450 -3.189206 -3.363251 0.7 0.8 -1.2 -0.101
C 2.790582 -3.378596 -3.775263 -1.2 0.5 0.3 -0.167
C 2.405856 -2.934300 -5.205407 1.5 1.0 0.2 -0.145
C 3.338414 -3.686613 -6.187348 -0.4 0.0 1.7 -0.135
C 4.763120 -3.372507 -5.757567 -0.1 0.8 -0.7 -0.111
C 5.036088 -5.285188 -4.307251 -0.1 -3.1 0.3 -0.003
H 9.126084 -3.365966 -3.214799 0.1 0.4 -0.6 0.077
H 8.599890 -5.035399 -3.169247 0.1 -0.5 -0.3 0.075
H 8.908244 -4.093262 -1.713337 -0.3 -0.3 0.0 0.082
H 6.828465 -2.805474 -2.071649 0.0 0.3 0.3 0.104
H 6.489423 -4.522306 -2.281845 -0.1 0.5 0.0 0.118
H 7.208127 -3.913403 -4.696181 0.7 -1.2 -1.7 0.111
H 6.627675 -2.329669 -4.368780 -0.4 -0.2 0.2 0.128
H 4.518153 -2.148472 -3.410641 0.0 0.3 0.1 0.108
H 4.410399 -3.615697 -2.398817 0.0 -0.4 0.3 0.079
H 2.138165 -2.789793 -3.090549 0.5 -0.4 -0.1 0.130
H 2.575940 -4.431891 -3.596577 -0.5 -0.1 -0.2 0.088
H 2.586547 -1.814115 -5.312534 -0.3 -1.2 0.2 0.124
H 1.347831 -3.121088 -5.280496 -0.4 -0.1 -0.6 0.081
H 3.250238 -3.457484 -7.212929 -0.2 0.8 -1.2 0.103
H 3.089201 -4.736459 -6.159218 0.2 -0.6 0.3 0.110
H 4.938778 -2.288287 -5.910192 -0.2 -0.5 1.0 0.120
H 5.497701 -3.778199 -6.406344 0.6 -0.9 -0.8 0.126
H 5.108060 -5.740217 -5.307688 -0.6 0.3 0.2 0.118
H 4.166311 -5.662283 -3.676271 0.9 0.6 -1.0 0.107
H 5.923328 -5.736216 -3.846436 -0.1 0.5 0.3 0.108
C -6.744773 5.364435 4.087960 0.7 0.4 -0.1 -0.089
C -6.022025 6.187025 2.990938 -0.8 0.6 -0.3 -0.232
C -4.950675 5.227932 2.405559 0.3 1.4 1.6 -0.137
N -3.851185 5.766376 1.472039 -1.8 -1.4 -0.1 -0.257
C -4.610642 6.520389 0.340981 1.2 -0.4 1.7 -0.074
C -3.623227 7.104101 -0.634363 -0.5 0.4 -1.0 -0.172
C -2.583628 8.003601 -0.008767 0.6 -0.1 0.4 -0.172
C -1.930590 7.433729 1.267935 0.1 -0.6 0.0 -0.129
C -2.903658 6.667949 2.203029 0.3 -0.2 -0.7 -0.099
C -3.048459 4.545871 1.031050 0.5 1.5 0.3 0.052
H -6.033634 5.183877 4.890073 0.2 -0.6 0.0 0.077
H -7.104185 4.458463 3.619030 0.0 -0.5 0.3 0.067
H -7.569353 5.803879 4.636518 -0.3 0.6 -0.6 0.081
H -5.648299 7.126994 3.416869 0.2 -0.3 -0.1 0.112
H -6.758010 6.483721 2.213982 0.4 -0.2 0.4 0.115
H -5.583313 4.457009 1.951323 1.0 -0.3 -0.2 0.137
H -4.383803 4.940487 3.312548 -0.3 -0.7 -0.7 0.134
H -5.142503 7.255381 0.978881 0.3 0.1 -1.0 0.133
H -5.359690 5.845858 -0.072599 0.2 -0.1 -0.1 0.138
H -4.256481 7.693859 -1.317762 0.4 -0.1 -0.1 0.133
H -3.071698 6.380896 -1.263505 -0.7 -0.2 0.4 0.123
H -2.971873 8.935780 0.280749 -1.2 1.3 0.3 0.096
H -1.873644 8.296855 -0.796333 0.2 -0.5 0.5 0.132
H -1.579893 8.253604 1.915819 0.3 -0.3 -0.5 0.135
H -1.081055 6.797645 0.979622 -0.2 0.3 0.5 0.075
H -3.487732 7.339852 2.803883 -0.3 0.4 0.2 0.121
H -2.381371 5.963619 2.852658 0.3 0.4 0.2 0.124
H -2.204801 4.968765 0.461349 -0.3 -0.8 0.1 0.113
H -3.708685 3.923402 0.500740 -0.6 -0.7 -1.2 0.091
H -2.688185 3.946250 1.881601 -0.1 0.7 -0.1 0.088
C 1.397375 5.420729 6.479594 -0.5 1.0 -0.8 -0.077
C 1.573193 4.314482 5.431439 -1.1 -0.8 0.0 -0.210
C 0.593583 3.172773 5.754414 -1.4 2.0 1.8 -0.148
N 0.728556 1.899239 5.048692 -0.5 0.3 -1.1 -0.279
C -0.118986 0.811115 5.626112 0.0 -0.3 1.8 -0.109
C -1.608981 1.099659 5.509409 -0.5 -0.5 1.5 -0.159
C -2.017626 1.310905 4.075366 0.3 -1.3 -0.7 -0.191
C -1.155297 2.383106 3.462802 -0.3 -0.3 -1.8 -0.188
C 0.328643 2.109552 3.613865 -0.5 0.9 -0.5 -0.079
C 2.078860 1.423329 5.080244 2.3 -0.1 0.6 -0.012
H 0.803252 6.285905 6.082714 0.7 -0.7 0.2 0.093
H 2.391277 5.769413 6.733663 -0.1 0.3 0.3 0.076
H 0.853575 5.130570 7.376599 0.2 -0.3 0.1 0.068
H 2.578453 3.923009 5.452359 0.4 0.2 -0.1 0.103
H 1.312103 4.675637 4.440483 0.5 0.2 0.0 0.068
H -0.435577 3.572904 5.531723 1.0 -0.6 0.3 0.140
H 0.622189 3.032726 6.871921 0.0 -0.5 -1.1 0.152
H 0.176587 0.707216 6.723254 -0.3 0.2 -1.4 0.167
H 0.201042 -0.102526 5.114145 -0.6 0.1 0.0 0.093
H -1.904549 1.950554 6.181489 0.4 -0.3 -0.8 0.127
H -2.159218 0.264928 5.999273 0.6 0.2 -0.6 0.127
H -3.058305 1.587213 4.021129 -0.5 0.2 -0.1 0.104
H -1.904452 0.372191 3.437117 0.1 1.1 1.2 0.114
H -1.544408 3.357451 3.725256 0.5 0.5 0.3 0.094
H -1.276258 2.276941 2.367022 -0.1 0.4 0.3 0.111
H 0.934393 2.933601 3.179163 -0.3 -0.7 0.4 0.110
H 0.472256 1.187619 3.057496 0.5 -0.3 0.2 0.137
H 2.826106 2.030549 4.562810 -0.6 0.3 -0.1 0.116
H 2.160226 0.436735 4.707987 -0.4 -1.0 -0.8 0.089
H 2.388226 1.316670 6.104712 0.1 0.3 0.6 0.121
C 4.110217 4.682497 -2.779417 0.0 1.0 -1.3 -0.090
C 2.870248 3.922330 -2.394700 -0.8 1.3 -1.3 -0.236
C 2.460141 3.119151 -3.610505 -0.5 -0.9 -0.4 -0.116
N 1.270139 2.224621 -3.321998 -1.6 -1.7 -0.3 -0.204
C 0.035555 2.890371 -2.780592 0.1 -0.4 0.9 -0.125
C -0.797327 3.718465 -3.734392 -0.3 0.1 0.7 -0.159
C -1.302003 2.899073 -4.913351 1.1 0.0 1.2 -0.175
C -0.079586 2.260462 -5.519653 -0.2 -0.1 0.2 -0.177
C 0.759227 1.458548 -4.583954 0.7 -0.6 0.9 -0.096
C 1.636162 1.096003 -2.369822 0.9 -0.3 -1.2 0.005
H 3.899972 5.209030 -3.761970 0.5 -0.6 1.0 0.105
H 4.964179 4.031238 -2.875251 0.3 -0.2 -0.3 0.077
H 4.377246 5.459688 -2.080588 -0.1 0.1 0.4 0.067
H 2.111323 4.692299 -2.146256 0.3 -0.8 0.4 0.114
H 3.087153 3.213643 -1.622103 -0.2 -0.1 0.9 0.091
H 3.279988 2.435740 -3.846438 -0.3 -0.1 -0.1 0.108
H 2.216847 3.595466 -4.577962 0.2 0.6 0.8 0.144
H 0.411352 3.529621 -2.023240 0.1 0.6 1.0 0.084
H -0.577830 2.102972 -2.257322 0.5 0.6 -0.8 0.150
H -0.259503 4.637771 -4.038613 -0.2 -0.5 -0.1 0.132
H -1.624685 4.043909 -3.079000 0.1 0.1 -0.4 0.117
H -1.717551 3.584439 -5.588671 -1.0 0.6 -1.2 0.097
H -2.027575 2.166643 -4.584054 -0.3 -0.2 0.1 0.116
H 0.524454 3.048709 -5.899254 0.6 0.7 -0.8 0.107
H -0.331815 1.588558 -6.321813 -0.1 -0.2 -0.5 0.124
H 1.678712 1.114843 -5.068483 -0.2 -0.3 0.1 0.108
H 0.173865 0.604207 -4.170179 0.5 0.6 -0.4 0.139
H 0.830478 0.376410 -2.436607 0.0 -0.3 0.1 0.085
H 1.737548 1.339883 -1.335864 0.0 1.0 0.6 0.082
H 2.595147 0.699096 -2.775254 -0.8 0.0 0.2 0.089
C -8.761062 0.062665 3.697047 0.4 -1.2 0.4 -0.069
C -8.044472 -1.202394 3.171228 -1.1 -0.3 -0.4 -0.226
C -6.659667 -1.475025 3.750617 -0.4 -1.0 -0.3 -0.083
N -5.927168 -2.542849 2.948431 1.2 -0.3 -0.1 -0.260
C -5.499470 -2.131023 1.565629 -0.1 0.6 -0.8 -0.107
C -4.392200 -1.094346 1.429886 1.0 -0.5 1.2 -0.135
C -3.104154 -1.577442 2.131794 -0.7 -0.1 -0.5 -0.155
C -3.550283 -1.935856 3.551099 1.6 -0.2 -0.2 -0.164
C -4.626815 -2.974637 3.614523 -0.3 -0.2 1.3 -0.101
C -6.766858 -3.762385 2.826981 -0.3 0.4 1.3 0.012
H -9.701928 0.205831 3.182022 -0.2 -0.1 -0.1 0.079
H -8.146696 0.927607 3.507248 0.2 0.4 0.2 0.065
H -8.970993 -0.061106 4.762548 0.1 0.3 -0.1 0.085
H -7.973842 -1.084076 2.102346 0.5 0.4 -0.6 0.095
H -8.729918 -2.083566 3.178851 0.5 0.6 0.8 0.120
H -6.643524 -1.888093 4.758429 -0.4 0.2 0.1 0.143
H -6.073568 -0.580911 3.762332 0.5 0.5 -0.2 0.120
H -6.329448 -1.693647 1.048820 -0.9 -0.2 -0.2 0.118
H -5.242547 -3.076763 1.079999 0.2 0.2 -0.1 0.130
H -4.660173 -0.129716 1.824896 -0.5 0.4 0.7 0.113
H -4.236237 -0.821764 0.411615 0.2 -0.4 -1.2 0.106
H -2.313829 -0.803399 2.084572 -0.5 -0.6 0.1 0.088
H -2.764482 -2.472942 1.589050 0.2 0.1 0.2 0.116
H -3.780210 -0.997014 4.006060 -0.7 0.6 0.7 0.098
H -2.722349 -2.309695 4.163686 0.1 0.0 -0.2 0.110
H -4.843401 -3.266130 4.671433 -0.1 0.4 -0.7 0.156
H -4.305942 -3.912824 3.143768 -0.1 0.3 -0.2 0.143
H -7.649123 -3.479668 2.326105 -0.9 0.0 -0.9 0.079
H -7.073356 -4.078022 3.833616 0.3 0.0 -0.2 0.133
H -6.246073 -4.540879 2.311404 0.4 -0.3 -0.2 0.106
C 5.415243 -4.095372 3.451950 1.2 0.2 0.1 -0.083
C 5.498080 -3.006574 2.344900 0.0 -0.9 -0.6 -0.208
C 4.040397 -2.697821 2.070585 0.3 1.1 -1.4 -0.120
N 3.784367 -1.525502 1.092509 0.0 1.0 2.5 -0.227
C 3.626101 -0.258335 1.959871 0.9 0.1 -1.0 -0.074
C 3.662226 1.078685 1.223041 -0.9 -0.7 1.1 -0.168
C 4.770741 1.148779 0.261769 0.8 0.0 -2.1 -0.172
C 4.750765 -0.085624 -0.613734 0.0 -0.9 -2.0 -0.159
C 4.908872 -1.359260 0.155410 -1.0 0.2 -0.3 -0.131
C 2.548653 -1.804207 0.395131 -1.8 -1.9 0.1 -0.016
H 6.310161 -3.963743 4.077626 -0.5 -0.2 0.2 0.079
H 5.441455 -5.140351 3.123937 -0.1 0.4 -0.4 0.082
H 4.503373 -3.968596 4.037459 0.2 0.0 0.2 0.068
H 6.010686 -3.397470 1.402928 -0.6 0.5 1.4 0.136
H 6.044680 -2.109523 2.728379 -0.4 -0.7 -0.3 0.120
H 3.554586 -2.430720 2.985640 -0.6 0.1 0.4 0.115
H 3.513855 -3.481048 1.558674 0.1 -0.9 0.2 0.110
H 4.437808 -0.281299 2.652436 0.7 -0.2 0.6 0.127
H 2.712262 -0.335565 2.484634 -1.0 -0.5 0.6 0.087
H 3.755707 1.850443 1.979187 -0.2 0.2 0.2 0.104
H 2.678710 1.203345 0.767866 0.1 0.3 -0.3 0.114
H 5.778958 1.251453 0.657737 0.0 0.0 0.7 0.132
H 4.668653 2.003943 -0.400458 -0.1 0.3 0.0 0.110
H 5.585948 -0.161054 -1.324181 -0.2 0.7 0.0 0.129
H 3.851114 -0.165393 -1.268171 0.6 0.4 0.5 0.103
H 5.766437 -1.222094 0.748276 1.3 -0.3 0.7 0.111
H 4.963002 -2.268667 -0.446064 0.0 0.1 0.0 0.129
H 2.332648 -1.081678 -0.359128 0.0 0.4 -0.5 0.079
H 1.656545 -1.871391 1.085550 1.3 0.2 -0.3 0.100
H 2.709142 -2.821921 -0.029737 -0.4 0.8 -0.3 0.089
C -5.163427 -1.050007 -4.095787 -0.6 0.3 0.2 -0.097
C -4.593975 -2.445798 -4.063388 0.4 -0.2 1.5 -0.212
C -3.968357 -2.792060 -2.653391 -1.1 -0.3 -0.5 -0.092
N -2.968022 -3.937219 -2.650074 -0.3 1.6 0.3 -0.276
C -1.820700 -3.670517 -3.533092 0.5 0.8 -0.7 -0.120
C -0.821010 -4.799344 -3.500673 1.3 -0.4 0.9 -0.122
C -0.323407 -4.927659 -2.037067 -0.1 0.0 -0.1 -0.165
C -1.497184 -5.239404 -1.088052 0.5 0.1 0.9 -0.135
C -2.491591 -4.069351 -1.205449 1.0 -1.1 -0.4 -0.094
C -3.639054 -5.113047 -3.103038 -1.8 -3.1 0.0 -0.033
H -4.398436 -0.290137 -3.975063 0.1 0.1 0.1 0.075
H -5.876145 -0.962159 -3.271098 -0.1 0.3 -0.1 0.076
H -5.711058 -0.861415 -5.036060 0.3 -0.1 0.4 0.090
H -3.838391 -2.499729 -4.818746 0.3 -0.4 -0.6 0.092
H -5.415543 -3.133660 -4.249041 0.2 -0.3 -0.3 0.108
H -4.781908 -3.200905 -1.999456 0.5 0.6 -0.4 0.135
H -3.466261 -1.959737 -2.166019 0.1 0.3 -0.1 0.094
H -1.446329 -2.688371 -3.210995 0.4 -0.3 0.0 0.151
H -2.207509 -3.537058 -4.528125 -0.2 0.0 -0.4 0.120
H 0.026975 -4.586909 -4.186343 -0.6 0.0 0.4 0.115
H -1.245886 -5.772298 -3.803362 0.2 0.6 -0.2 0.118
H 0.046104 -3.954453 -1.720135 0.0 0.4 0.0 0.113
H 0.557023 -5.547050 -1.880197 -0.4 -0.5 -0.6 0.073
H -1.085094 -5.239612 -0.042323 -0.5 0.1 -0.8 0.124
H -1.993757 -6.235947 -1.203321 0.5 0.8 -0.2 0.127
H -2.058163 -3.139974 -0.816502 0.1 0.1 -0.8 0.119
H -3.361941 -4.251824 -0.645598 -1.4 -0.3 0.7 0.098
H -2.990933 -5.991510 -3.125768 -0.1 0.4 0.2 0.099
H -4.167507 -5.142093 -4.072956 0.8 1.1 0.1 0.132
H -4.454628 -5.338530 -2.411174 0.2 0.0 0.2 0.119
As 1.776087 5.434299 1.456058 -0.3 -1.0 -1.0 0.786
F 3.234683 5.727805 0.560219 -0.5 -0.3 0.1 -0.234
F 2.356542 6.297001 2.789506 0.3 0.4 0.5 -0.208
F 0.270563 5.172135 2.409777 0.5 -0.1 -0.3 -0.287
F 1.000992 4.489281 0.191300 0.4 -0.1 0.2 -0.270
F 2.503808 3.904307 2.060775 -0.7 1.0 -0.1 -0.280
F 1.056996 6.823801 0.680638 0.1 0.0 0.5 -0.256
O -0.463397 -1.376813 -0.264044 0.3 -0.2 2.1 0.020
C -1.335424 -0.339969 -0.484819 -0.9 -0.1 -2.8 -0.865
O -1.404213 0.604629 0.290323 0.2 0.5 1.3 -0.006
O -1.954644 -0.496013 -1.575063 -0.3 0.0 0.0 -0.081
H -0.280503 -1.271400 0.698855 0.5 -0.3 -0.5 0.082
C 1.953338 -5.998767 0.017386 -1.8 1.5 -0.9 -0.023
C 2.898764 -5.512555 -1.051024 0.9 -0.3 -0.2 -0.715
O 3.607244 -4.489797 -0.776702 -0.4 -0.5 0.0 -0.098
O 2.915324 -6.185688 -2.106830 0.1 0.5 -0.1 -0.051
H 2.423128 -6.511699 0.794796 0.9 -0.8 1.2 0.061
H 1.156456 -6.604242 -0.423091 0.4 -0.3 0.2 0.069
H 1.464968 -5.095099 0.412655 0.1 -0.2 0.3 0.069
C 5.062004 0.262585 -6.404317 -1.3 0.5 -1.9 -0.023
C 4.659378 0.088417 -5.004785 0.1 0.4 1.7 -0.767
O 3.572138 0.588363 -4.615643 -0.6 -0.2 -0.4 -0.104
O 5.477692 -0.441102 -4.233427 0.6 -0.7 0.4 -0.050
H 4.457396 -0.323863 -7.128569 -0.1 0.4 0.5 0.090
H 6.050487 -0.049869 -6.561905 1.5 -0.2 -0.1 0.060
H 4.928634 1.328798 -6.637185 0.1 -0.3 -0.2 0.094
C 0.152260 -3.925914 3.743897 0.9 -0.6 -0.1 -0.018
C 0.061022 -2.417793 4.000710 -0.7 0.7 0.1 -0.727
O -0.657953 -2.024120 4.947471 0.0 -0.5 0.3 -0.075
O 0.580867 -1.613682 3.167351 0.5 -0.5 -0.3 -0.094
H -0.200864 -4.037260 2.715097 -0.4 -0.4 0.1 0.056
H -0.330417 -4.589329 4.488475 -0.3 0.7 -0.5 0.079
H 1.173960 -4.344238 3.681670 -0.1 0.7 0.1 0.067

***

[3]
31
Properties=species:S:1:pos:R:3:forces:R:3:nbo_charge:R:1 method="wB97M-V/def2-TZVPD" total_charge=0 smiles="Nc1c(Cl)cc(Cl)cc1C(=O)OCC(=O)NC1CC1" lumo_energy_ha=0.00173
N 0.863096 2.497364 -1.766102 -0.2 0.4 0.0 -0.804
C 1.565878 1.382499 -2.022433 0.1 -0.3 0.0 0.298
C 2.295271 1.251536 -3.224875 0.0 -0.1 0.0 -0.117
C 3.011326 0.122068 -3.536153 -0.1 -0.1 0.3 -0.187
C 3.025117 -0.942356 -2.635916 -0.1 0.2 0.1 -0.096
C 2.336411 -0.863455 -1.447642 0.1 0.1 -0.2 -0.146
C 1.607880 0.286380 -1.126478 0.1 0.0 -0.2 -0.257
C 0.892621 0.358049 0.154592 -0.2 0.4 0.0 0.798
O 0.203691 1.297702 0.516889 0.2 -0.1 0.0 -0.653
O 1.079620 -0.728119 0.906579 0.1 -0.3 -0.1 -0.489
C 0.471777 -0.791845 2.193014 -0.2 0.0 0.5 -0.174
H 1.255810 -1.101838 2.888907 -0.2 0.0 -0.1 0.221
C -0.612335 -1.880431 2.205165 0.3 0.3 0.0 0.649
O -0.354906 -3.021317 2.523665 0.3 -0.3 0.1 -0.600
N -1.852796 -1.519705 1.821383 -0.7 -0.3 -0.2 -0.596
C -2.383790 -0.221681 1.554664 0.0 0.4 0.1 -0.083
C -3.831925 -0.114690 1.197706 0.0 0.0 -0.1 -0.419
C -3.358756 0.379018 2.533061 0.1 0.2 0.1 -0.433
H -3.316297 1.441991 2.708998 0.0 0.1 0.0 0.219
H -3.617031 -0.201056 3.405633 0.0 -0.1 0.0 0.218
H -4.121127 0.607509 0.450594 0.0 0.1 -0.1 0.224
H -4.417248 -1.021784 1.173225 0.0 -0.1 0.0 0.213
H -1.693464 0.445881 1.058842 -0.1 0.0 0.0 0.246
H -2.530907 -2.270482 1.872583 0.2 0.0 0.0 0.404
H 0.072786 0.187289 2.472009 0.1 -0.1 0.0 0.219
H 2.349241 -1.685960 -0.751854 0.0 -0.1 0.0 0.251
Cl 3.921665 -2.364327 -3.030213 0.1 -0.2 -0.1 0.011
H 3.556230 0.057207 -4.464433 0.0 0.0 -0.1 0.243
Cl 2.279405 2.575481 -4.344624 0.0 0.1 -0.1 0.002
H 0.913825 3.268742 -2.408614 0.0 -0.1 0.1 0.404
H 0.388931 2.570328 -0.878173 0.0 0.0 -0.1 0.436